{"formula": "C89H147N11O13", "method": "the ωB97M-V functional and the def2-TZVPD basis", "species": ["C", "C", "C", "N", "C", "C", "C", "C", "C", "H", "H", "H", "H", "H", "H", "H", "H", "H", "H", "H", "H", "H", "H", "H", "H", "H", "H", "C", "C", "C", "N", "C", "C", "C", "C", "C", "H", "H", "H", "H", "H", "H", "H", "H", "H", "H", "H", "H", "H", "H", "H", "H", "H", "H", "C", "N", "C", "C", "C", "C", "C", "C", "C", "C", "N", "C", "C", "C", "H", "H", "H", "H", "H", "H", "H", "H", "H", "H", "H", "H", "H", "H", "C", "N", "C", "C", "C", "C", "C", "C", "C", "C", "N", "C", "C", "C", "H", "H", "H", "H", "H", "H", "H", "H", "H", "H", "H", "H", "H", "H", "C", "N", "C", "C", "C", "C", "C", "C", "C", "C", "N", "C", "C", "C", "H", "H", "H", "H", "H", "H", "H", "H", "H", "H", "H", "H", "H", "H", "C", "C", "C", "C", "C", "C", "N", "O", "C", "C", "C", "H", "H", "H", "H", "H", "H", "H", "H", "H", "H", "H", "H", "H", "H", "H", "H", "H", "H", "C", "C", "C", "C", "C", "C", "N", "O", "C", "C", "C", "H", "H", "H", "H", "H", "H", "H", "H", "H", "H", "H", "H", "H", "H", "H", "H", "H", "H", "C", "C", "C", "C", "C", "C", "N", "O", "C", "C", "C", "H", "H", "H", "H", "H", "H", "H", "H", "H", "H", "H", "H", "H", "H", "H", "H", "H", "H", "C", "C", "O", "O", "H", "H", "H", "C", "C", "O", "O", "H", "H", "H", "C", "C", "O", "O", "H", "H", "H", "C", "C", "O", "O", "H", "H", "H", "C", "C", "O", "O", "H", "H", "H"], "xyz": [[-0.644, 0.871, -4.578], [0.755, 0.292, -4.443], [1.804, 1.427, -4.064], [3.280, 0.923, -3.991], [3.496, 0.120, -2.703], [3.741, 0.067, -5.247], [5.172, 0.511, -5.579], [5.522, 1.566, -4.489], [4.219, 2.132, -4.062], [-1.386, 0.244, -5.071], [-0.588, 1.803, -5.141], [-0.904, 1.081, -3.540], [0.890, -0.176, -5.418], [0.922, -0.546, -3.766], [1.648, 2.035, -3.173], [1.846, 2.129, -4.897], [2.868, -0.763, -2.824], [3.238, 0.783, -1.877], [4.530, -0.209, -2.604], [3.529, -0.992, -5.101], [3.060, 0.327, -6.056], [5.915, -0.281, -5.665], [5.130, 1.028, -6.538], [5.978, 1.059, -3.639], [6.206, 2.322, -4.874], [4.152, 2.667, -3.114], [3.816, 2.785, -4.836], [-1.496, 3.380, 1.494], [-0.559, 2.220, 1.197], [-1.151, 0.861, 1.368], [-0.003, -0.229, 1.231], [1.181, -0.160, 2.275], [0.604, -0.327, -0.168], [1.125, -1.738, -0.366], [0.247, -2.584, 0.587], [-0.621, -1.671, 1.443], [-1.937, 3.214, 2.477], [-2.192, 3.637, 0.695], [-0.927, 4.304, 1.595], [0.206, 2.286, 1.970], [-0.083, 2.282, 0.218], [-1.967, 0.643, 0.678], [-1.431, 0.599, 2.388], [1.797, 0.729, 2.141], [1.781, -1.069, 2.280], [0.667, -0.069, 3.232], [1.464, 0.343, -0.187], [-0.139, 0.055, -0.869], [2.156, -1.711, -0.015], [1.163, -2.115, -1.388], [0.880, -3.115, 1.298], [-0.412, -3.297, 0.092], [-0.761, -1.813, 2.515], [-1.597, -1.602, 0.963], [-5.908, -4.210, 1.138], [-4.544, -4.591, 0.775], [-4.327, -5.258, -0.458], [-3.009, -5.664, -0.704], [-2.047, -5.557, 0.320], [-2.371, -4.815, 1.490], [-3.609, -4.272, 1.678], [-0.676, -6.107, 0.078], [-0.114, -6.020, -1.188], [1.124, -6.548, -1.391], [1.867, -7.023, -0.361], [1.332, -7.148, 0.860], [0.066, -6.673, 1.101], [3.246, -7.438, -0.669], [-5.865, -3.127, 1.253], [-6.145, -4.678, 2.094], [-6.504, -4.566, 0.298], [-5.117, -5.520, -1.147], [-2.636, -6.225, -1.548], [-1.621, -4.589, 2.234], [-3.897, -3.649, 2.511], [-0.734, -5.530, -1.925], [1.611, -6.518, -2.355], [1.923, -7.634, 1.621], [-0.264, -6.748, 2.127], [3.164, -8.514, -0.821], [3.825, -7.205, 0.224], [3.768, -6.913, -1.469], [-3.144, -3.629, 5.994], [-1.721, -3.637, 5.488], [-1.072, -2.412, 5.472], [0.280, -2.373, 5.017], [0.854, -3.554, 4.570], [0.125, -4.756, 4.516], [-1.191, -4.741, 4.986], [2.238, -3.452, 4.116], [3.100, -2.468, 4.570], [4.363, -2.278, 4.030], [4.803, -3.139, 3.057], [4.046, -4.132, 2.627], [2.763, -4.267, 3.071], [6.154, -3.018, 2.413], [-3.600, -4.472, 6.515], [-3.786, -3.550, 5.117], [-3.331, -2.752, 6.614], [-1.635, -1.579, 5.867], [0.880, -1.475, 5.015], [0.572, -5.721, 4.324], [-1.707, -5.677, 5.136], [2.791, -1.780, 5.343], [4.987, -1.453, 4.341], [4.571, -4.719, 1.888], [2.191, -5.167, 2.899], [6.359, -1.972, 2.644], [6.005, -3.355, 1.388], [6.794, -3.669, 3.009], [0.576, 5.166, -11.675], [0.217, 4.974, -10.262], [1.085, 5.472, -9.377], [0.761, 5.327, -8.012], [-0.549, 4.957, -7.667], [-1.435, 4.602, -8.661], [-1.003, 4.417, -9.961], [-0.911, 4.984, -6.184], [-2.210, 5.161, -5.744], [-2.507, 5.102, -4.344], [-1.534, 4.787, -3.519], [-0.256, 4.575, -3.905], [0.048, 4.609, -5.257], [-2.025, 4.292, -2.184], [1.257, 5.995, -11.870], [-0.333, 5.322, -12.256], [0.956, 4.236, -12.098], [1.965, 5.982, -9.739], [1.527, 5.535, -7.279], [-2.352, 4.066, -8.468], [-1.576, 4.016, -10.784], [-3.104, 5.242, -6.344], [-3.522, 4.990, -3.990], [0.382, 4.212, -3.113], [0.970, 4.215, -5.657], [-2.705, 3.458, -2.359], [-2.567, 5.136, -1.757], [-1.134, 4.072, -1.598], [5.999, 4.425, -1.271], [6.604, 3.559, -0.062], [6.124, 4.376, 1.164], [5.888, 3.645, 2.467], [5.114, 2.351, 2.223], [5.712, 1.332, 1.209], [6.000, 2.123, -0.091], [6.303, 1.418, -1.216], [4.564, 0.351, 1.067], [6.958, 0.762, 1.778], [8.150, 3.577, 0.025], [6.309, 3.905, -2.177], [6.543, 5.369, -1.253], [4.921, 4.558, -1.185], [5.091, 4.698, 1.032], [6.804, 5.175, 1.459], [5.446, 4.245, 3.262], [6.882, 3.466, 2.876], [4.211, 2.808, 1.819], [4.804, 1.803, 3.112], [5.012, -0.389, 0.405], [3.609, 0.630, 0.621], [4.463, -0.223, 1.989], [7.737, 1.521, 1.854], [7.432, 0.014, 1.143], [6.829, 0.393, 2.795], [8.542, 4.569, -0.198], [8.598, 3.072, -0.831], [8.638, 3.211, 0.929], [-1.619, 1.852, 5.516], [-2.498, 2.464, 6.677], [-3.719, 3.119, 6.013], [-4.965, 3.183, 6.936], [-5.272, 1.732, 7.464], [-4.082, 1.058, 8.263], [-2.829, 1.190, 7.423], [-1.697, 0.507, 7.963], [-4.349, -0.432, 8.578], [-3.806, 1.825, 9.558], [-1.667, 3.396, 7.698], [-2.146, 1.096, 4.933], [-0.639, 1.507, 5.847], [-1.379, 2.533, 4.700], [-3.986, 2.677, 5.053], [-3.377, 4.106, 5.703], [-5.845, 3.479, 6.364], [-4.743, 4.000, 7.622], [-5.571, 1.099, 6.629], [-6.092, 1.866, 8.169], [-5.408, -0.567, 8.800], [-3.684, -0.755, 9.379], [-4.235, -0.863, 7.584], [-4.347, 1.475, 10.437], [-3.876, 2.912, 9.604], [-2.777, 1.637, 9.865], [-0.972, 2.911, 8.383], [-2.411, 3.942, 8.278], [-1.081, 4.119, 7.130], [-4.648, -2.145, -1.921], [-4.473, -0.917, -2.829], [-3.814, -1.294, -4.191], [-4.708, -2.098, -5.141], [-6.007, -1.312, -5.459], [-6.739, -0.753, -4.219], [-5.775, -0.207, -3.199], [-6.445, 0.497, -2.200], [-7.570, -1.924, -3.596], [-7.674, 0.428, -4.704], [-3.523, 0.099, -2.110], [-5.153, -1.913, -0.983], [-3.703, -2.652, -1.726], [-5.315, -2.791, -2.493], [-2.949, -1.887, -3.893], [-3.471, -0.373, -4.662], [-4.875, -3.094, -4.730], [-4.182, -2.274, -6.079], [-6.716, -1.873, -6.068], [-5.597, -0.508, -6.071], [-8.507, -2.015, -4.146], [-7.839, -1.595, -2.593], [-7.085, -2.900, -3.623], [-7.118, 1.315, -5.008], [-8.439, 0.715, -3.982], [-8.273, 0.086, -5.548], [-2.572, -0.401, -1.931], [-3.986, 0.287, -1.141], [-3.293, 0.978, -2.712], [3.804, -3.645, -2.710], [4.144, -3.472, -1.205], [3.652, -4.438, -0.529], [4.696, -2.461, -0.727], [4.492, -2.999, -3.256], [2.765, -3.427, -2.959], [4.106, -4.647, -3.015], [2.064, 4.612, 0.867], [1.958, 4.148, -0.602], [1.839, 5.012, -1.459], [2.100, 2.943, -0.886], [3.032, 5.093, 1.008], [2.057, 3.780, 1.572], [1.278, 5.318, 1.138], [-4.556, 0.591, 2.876], [-3.914, -0.457, 3.786], [-3.145, -1.296, 3.330], [-4.377, -0.543, 4.952], [-4.023, 1.537, 2.777], [-5.477, 0.953, 3.332], [-4.697, 0.146, 1.891], [-1.014, -3.437, -3.494], [-1.886, -4.309, -4.373], [-2.946, -4.726, -3.833], [-1.492, -4.690, -5.459], [-0.034, -3.893, -3.353], [-1.431, -3.179, -2.521], [-0.678, -2.518, -3.974], [2.116, 2.492, 5.270], [2.659, 1.203, 5.828], [3.860, 0.895, 5.644], [1.858, 0.498, 6.453], [1.380, 2.258, 4.501], [2.972, 3.074, 4.928], [1.634, 3.067, 6.061]], "lowdin_charge": [-0.084, -0.201, -0.075, -0.209, 0.036, -0.053, -0.104, -0.152, -0.115, 0.073, 0.064, 0.060, 0.112, 0.086, 0.104, 0.100, 0.079, 0.079, 0.098, 0.129, 0.118, 0.131, 0.120, 0.092, 0.137, 0.125, 0.133, -0.057, -0.237, -0.081, -0.168, 0.069, -0.112, -0.114, -0.130, -0.085, 0.067, 0.065, 0.077, 0.097, 0.091, 0.123, 0.113, 0.094, 0.097, 0.094, 0.096, 0.123, 0.100, 0.106, 0.096, 0.091, 0.100, 0.114, 0.036, -0.082, 0.091, 0.060, -0.097, 0.033, -0.011, -0.133, 0.055, 0.053, -0.050, 0.011, 0.034, 0.033, 0.105, 0.123, 0.110, 0.157, 0.129, 0.100, 0.130, 0.107, 0.164, 0.159, 0.122, 0.126, 0.101, 0.105, 0.048, -0.036, 0.095, 0.064, -0.135, 0.040, -0.020, -0.126, 0.049, 0.061, -0.060, -0.017, 0.045, 0.083, 0.117, 0.088, 0.083, 0.129, 0.093, 0.126, 0.157, 0.119, 0.146, 0.135, 0.099, 0.081, 0.096, 0.125, 0.038, -0.074, 0.051, 0.065, -0.110, 0.039, 0.064, -0.115, 0.077, 0.021, -0.064, 0.041, 0.031, 0.058, 0.122, 0.115, 0.124, 0.162, 0.130, 0.138, 0.162, 0.135, 0.155, 0.109, 0.116, 0.095, 0.121, 0.092, 0.027, -0.363, -0.144, -0.169, -0.123, -0.431, 0.185, 0.150, -0.022, 0.011, 0.008, 0.072, 0.109, 0.081, 0.095, 0.150, 0.137, 0.115, 0.103, 0.121, 0.064, 0.073, 0.086, 0.087, 0.112, 0.118, 0.114, 0.097, 0.096, -0.020, -0.366, -0.128, -0.128, -0.079, -0.428, 0.135, 0.120, 0.007, 0.002, 0.050, 0.058, 0.065, 0.075, 0.103, 0.133, 0.121, 0.113, 0.109, 0.134, 0.110, 0.101, 0.055, 0.119, 0.093, 0.096, 0.100, 0.079, 0.100, 0.010, -0.408, -0.118, -0.138, -0.112, -0.421, 0.141, 0.159, 0.033, 0.003, -0.017, 0.090, 0.087, 0.076, 0.094, 0.106, 0.107, 0.136, 0.146, 0.122, 0.118, 0.097, 0.092, 0.092, 0.093, 0.107, 0.077, 0.079, 0.070, -0.022, -0.725, -0.112, -0.063, 0.059, 0.053, 0.073, -0.007, -0.810, -0.036, -0.104, 0.063, 0.049, 0.077, -0.015, -0.792, -0.074, -0.057, 0.051, 0.083, 0.058, -0.068, -0.824, -0.092, 0.018, 0.059, 0.043, 0.053, -0.033, -0.817, -0.071, -0.071, 0.038, 0.066, 0.077], "multiplicity": 1, "lumo_energy_ev": -14.4, "orbital_gap_ev": 2.288, "charge": 6, "e_tot_ha": -5057.08920}